Here is a molecular structure, C31H61BN2O11PtS5 from the OMol25 dataset. Energies are from wB97M-V/def2-TZVPD.

Summary:
Energy relative to the best compared isomer or geometry (same formula, charge and spin) = 0.0 kJ/mol
Spin multiplicity = 3
HOMO level (alpha / beta) = -7.21 / -7.21 eV
HOMO-LUMO gap (alpha / beta) = 7.47 / 7.26 eV
Strongest force on any atom = 1.773 eV/A
Molar mass = 1004.1 Da
Net charge = 0
E_LUMO (alpha / beta) = 0.26 / 0.05 eV

```
112
C31H61BN2O11PtS5 | the OMol25 dataset | wB97M-V/def2-TZVPD
Pt 14.795 16.334 2.331
B 13.069 16.762 0.840
H 13.441 17.614 1.647
H 13.954 16.372 0.114
H 12.620 15.791 1.437
H 12.226 17.336 0.209
C 18.340 17.116 -0.236
C 17.071 17.559 0.448
C 16.030 17.998 -0.577
O 16.680 16.569 1.344
H 18.213 16.169 -0.769
H 19.104 16.880 0.502
H 18.757 17.885 -0.892
H 17.306 18.500 0.994
H 16.422 18.861 -1.115
H 15.060 18.230 -0.145
H 15.809 17.219 -1.320
C 17.825 12.710 4.719
C 19.031 13.279 3.940
C 18.745 14.731 3.567
S 17.418 15.264 4.636
O 16.174 15.317 3.933
O 17.844 16.396 5.417
C 17.391 13.807 5.661
H 18.110 11.795 5.234
H 17.057 12.476 3.978
H 19.218 12.622 3.088
H 19.945 13.205 4.533
H 18.521 14.972 2.528
H 19.634 15.288 3.871
H 16.417 13.724 6.138
H 18.146 13.959 6.434
C 16.916 12.939 -1.062
C 15.727 13.295 -1.968
C 14.871 14.204 -1.114
S 14.751 13.286 0.419
O 13.727 12.290 0.316
O 14.777 14.182 1.563
C 16.368 12.509 0.290
H 17.569 13.810 -0.943
H 17.547 12.208 -1.571
H 15.179 12.383 -2.213
H 16.099 13.813 -2.849
H 13.853 14.409 -1.431
H 15.436 15.094 -0.841
H 16.172 11.435 0.281
H 17.001 12.755 1.137
C 19.224 22.661 -4.158
C 19.487 21.308 -4.845
C 18.789 20.182 -4.071
S 17.696 20.919 -2.847
O 18.234 20.791 -1.515
O 16.373 20.437 -3.149
C 17.878 22.597 -3.467
H 19.229 23.451 -4.908
H 19.978 22.910 -3.410
H 20.558 21.121 -4.874
H 19.098 21.341 -5.860
H 19.485 19.527 -3.548
H 18.178 19.578 -4.733
H 17.659 23.327 -2.692
H 17.023 22.627 -4.151
C 17.787 20.594 4.649
C 17.400 19.819 5.912
C 15.933 19.471 5.799
S 15.599 19.395 4.032
O 14.745 20.473 3.626
O 15.260 18.040 3.667
C 17.271 19.740 3.518
H 18.862 20.780 4.582
H 17.374 21.608 4.653
H 17.659 20.331 6.839
H 17.988 18.898 5.954
H 15.281 20.234 6.222
H 15.650 18.504 6.210
H 17.271 20.112 2.498
H 17.776 18.770 3.583
C 21.065 18.497 3.327
C 21.665 17.360 2.523
C 22.866 16.841 3.272
S 22.348 16.886 4.988
O 23.368 17.530 5.760
O 21.879 15.576 5.380
C 20.898 17.954 4.741
H 20.124 18.840 2.897
H 21.766 19.336 3.361
H 21.844 17.593 1.471
H 20.919 16.569 2.377
H 23.649 17.594 3.165
H 23.213 15.854 2.987
H 20.923 18.660 5.567
H 20.072 17.248 4.821
N 17.428 15.928 -6.013
C 17.478 16.609 -4.813
C 17.936 15.760 -3.853
C 18.189 14.505 -4.491
C 17.906 14.665 -5.821
H 17.167 16.385 -6.867
H 17.035 17.589 -4.746
H 18.056 16.012 -2.814
H 18.457 13.565 -4.038
H 17.940 13.927 -6.604
N 12.770 20.038 -0.220
C 12.097 20.379 -1.352
C 11.695 21.680 -1.218
C 12.136 22.142 0.056
C 12.782 21.091 0.645
H 13.079 19.103 0.006
H 12.058 19.687 -2.175
H 11.268 22.281 -2.006
H 11.944 23.106 0.493
H 13.254 20.997 1.610
```